Density functional theory data (ωB97M-V/def2-TZVPD) for C25H32N4O4 in the gas phase.

The geometry in ORCA input format:
```
! RIJCOSX wB97M-V def2-TZVPD def2/J DEFGRID3
* xyz 0 1
C -2.122 -0.302 2.328
C -0.867 -1.144 2.136
C -1.056 -2.270 1.113
N -1.571 -1.832 -0.174
C -2.835 -2.402 -0.611
C -4.040 -1.688 0.026
O -4.695 -2.207 0.906
N -4.219 -0.461 -0.506
C -5.132 0.537 -0.144
C -5.982 0.393 0.947
C -6.859 1.407 1.286
C -6.894 2.572 0.541
C -6.050 2.713 -0.547
C -5.163 1.712 -0.911
C -4.279 1.886 -2.111
C -1.063 -0.808 -0.894
O -1.708 -0.264 -1.787
C 0.328 -0.374 -0.604
C 0.625 0.987 -0.504
C 1.903 1.426 -0.258
C 2.992 0.536 -0.122
N 4.214 0.958 0.307
C 4.421 2.392 0.440
C 5.842 2.832 0.785
C 6.930 2.221 -0.098
C 7.449 0.899 0.458
C 6.426 -0.224 0.360
C 5.097 0.085 1.060
C 2.692 -0.819 -0.412
N 3.689 -1.807 -0.705
O 4.605 -1.479 -1.433
O 3.514 -2.933 -0.281
C 1.388 -1.262 -0.598
H -2.350 0.265 1.428
H -1.981 0.404 3.142
H -2.977 -0.931 2.563
H -0.595 -1.615 3.082
H -0.038 -0.499 1.837
H -0.108 -2.802 0.984
H -1.786 -2.974 1.515
H -2.863 -3.457 -0.333
H -2.888 -2.311 -1.700
H -3.552 -0.199 -1.231
H -5.954 -0.517 1.521
H -7.515 1.282 2.134
H -7.577 3.367 0.801
H -6.082 3.621 -1.132
H -4.409 2.880 -2.531
H -3.226 1.756 -1.865
H -4.531 1.157 -2.883
H -0.178 1.703 -0.594
H 2.054 2.485 -0.153
H 3.750 2.798 1.212
H 4.155 2.846 -0.521
H 6.067 2.621 1.832
H 5.851 3.918 0.674
H 7.765 2.922 -0.162
H 6.545 2.069 -1.107
H 7.747 1.041 1.501
H 8.339 0.601 -0.099
H 6.843 -1.125 0.814
H 6.231 -0.441 -0.690
H 5.296 0.551 2.031
H 4.570 -0.850 1.266
H 1.238 -2.311 -0.807
*
```

Summary:
relative energy (zero: lowest compared OMol25 entry of this formula, charge and spin) = 376.9 kJ/mol
orbital gap = 7.944 eV
SMILES string = CCCN(CC(=O)Nc1ccccc1C)C(=O)c1ccc(N2CCCCCC2)c([N+](=O)[O-])c1
LUMO level = -0.301 eV
HOMO energy = -8.24 eV

---

Density functional theory data (ωB97M-V/def2-TZVPD) for C25H32N4O4S in the gas phase.

The geometry in ORCA input format:
```
! RIJCOSX wB97M-V def2-TZVPD def2/J DEFGRID3
* xyz 0 1
C -3.381 -1.958 -2.600
C -2.813 -0.855 -1.759
C -1.988 0.090 -2.349
C -1.359 1.078 -1.614
C -1.546 1.119 -0.238
N -0.877 2.110 0.508
C -0.360 1.951 1.754
O -0.535 0.952 2.420
C 0.456 3.132 2.301
C 1.075 4.077 1.270
C 2.079 3.328 0.396
N 3.093 2.704 1.216
S 4.322 2.021 0.303
O 4.768 3.022 -0.620
O 5.265 1.441 1.210
C 3.466 0.730 -0.593
C 2.868 1.028 -1.804
C 2.047 0.090 -2.401
C 1.818 -1.137 -1.780
C 2.483 -1.463 -0.589
C 3.291 -0.505 0.004
C 2.357 -2.848 -0.027
C 0.986 -3.109 0.604
C -0.148 -2.581 -0.279
C 0.048 -2.864 -1.751
O -0.584 -3.677 -2.385
N 0.965 -2.061 -2.378
C 2.575 1.822 2.240
C 1.599 2.562 3.150
C -2.391 0.204 0.370
C -3.043 -0.780 -0.373
N -3.853 -1.737 0.248
C -5.257 -1.748 -0.107
C -3.657 -1.972 1.660
H -2.660 -2.252 -3.360
H -3.600 -2.827 -1.987
H -4.293 -1.645 -3.110
H -1.818 0.037 -3.415
H -0.716 1.799 -2.099
H -0.621 2.932 -0.017
H -0.227 3.696 2.949
H 0.323 4.566 0.646
H 1.606 4.862 1.811
H 2.603 4.012 -0.274
H 1.560 2.570 -0.213
H 3.067 1.983 -2.263
H 1.570 0.303 -3.346
H 3.824 -0.717 0.918
H 2.502 -3.560 -0.845
H 3.140 -3.015 0.714
H 0.922 -2.617 1.577
H 0.869 -4.183 0.759
H -1.094 -3.033 0.019
H -0.227 -1.499 -0.157
H 0.935 -2.080 -3.390
H 3.438 1.460 2.800
H 2.056 0.960 1.792
H 2.115 3.370 3.667
H 1.201 1.861 3.883
H -2.537 0.270 1.433
H -5.836 -1.073 0.540
H -5.395 -1.431 -1.135
H -5.653 -2.758 0.012
H -4.144 -1.220 2.296
H -2.594 -1.993 1.888
H -4.086 -2.946 1.901
*
```

Summary:
relative energy (zero: lowest compared OMol25 entry of this formula, charge and spin) = 51.6 kJ/mol
orbital gap = 8.528 eV
SMILES string = Cc1ccc(NC(=O)C2CCN(S(=O)(=O)c3ccc4c(c3)CCCC(=O)N4)CC2)cc1N(C)C
LUMO level = 0.494 eV
HOMO energy = -8.03 eV

---

Density functional theory data (ωB97M-V/def2-TZVPD) for C25H32N6NdO6S as an isolated structure.

The geometry in ORCA input format:
```
! RIJCOSX wB97M-V def2-TZVPD def2/J DEFGRID3
* xyz -1 4
Nd -0.557 -0.391 -0.629
C -3.801 -1.100 -2.645
C -4.074 -0.748 -1.192
C -5.548 -0.465 -0.953
O -3.304 0.441 -0.911
C -3.568 -1.903 -0.300
O -4.286 -2.877 -0.136
O -2.391 -1.730 0.167
H -4.149 -0.299 -3.300
H -4.328 -2.021 -2.890
H -2.735 -1.259 -2.835
H -5.899 0.308 -1.636
H -5.715 -0.128 0.073
H -6.125 -1.377 -1.092
H -3.522 0.700 -0.002
N -0.513 -3.833 2.429
C 0.193 -3.294 1.429
N 0.032 -1.985 1.433
C -0.841 -1.787 2.455
N -1.190 -2.877 3.099
C -1.431 -0.470 2.747
C -2.066 -0.208 3.959
N -2.626 0.965 4.216
C -2.547 1.886 3.258
C -1.920 1.637 2.047
N -1.372 0.454 1.792
H -0.646 -4.809 2.649
H 0.769 -3.871 0.727
H -2.114 -0.974 4.721
H -2.996 2.851 3.456
H -1.853 2.384 1.266
C -1.021 2.729 -3.412
C -0.858 1.614 -2.416
O -0.629 0.436 -2.824
O -0.953 1.879 -1.184
H -0.261 3.485 -3.220
H -1.994 3.194 -3.262
H -0.932 2.357 -4.428
C 2.461 -0.913 -2.689
C 3.442 -1.126 -1.541
C 3.013 -2.254 -0.604
C 3.760 0.134 -0.768
C 5.063 0.617 -0.787
C 5.453 1.722 -0.045
C 4.502 2.328 0.761
C 3.191 1.873 0.818
C 2.228 2.555 1.761
C 1.771 1.597 2.862
C 1.063 3.215 1.030
C 2.787 0.788 0.012
O 1.528 0.415 -0.037
H 2.310 -1.838 -3.245
H 2.840 -0.153 -3.374
H 1.476 -0.578 -2.343
H 4.389 -1.443 -1.998
H 2.080 -2.004 -0.080
H 3.782 -2.422 0.152
H 2.855 -3.183 -1.153
H 5.791 0.098 -1.403
H 6.470 2.090 -0.082
H 4.778 3.177 1.377
H 2.797 3.357 2.250
H 1.338 0.698 2.423
H 1.033 2.069 3.518
H 2.623 1.291 3.473
H 0.473 2.484 0.469
H 1.433 3.949 0.312
H 0.414 3.736 1.738
S 0.611 -5.152 -1.895
C 0.149 -3.587 -1.830
N -0.134 -2.455 -1.737
*
```

Summary:
relative energy (zero: lowest compared OMol25 entry of this formula, charge and spin) = 0.0 kJ/mol
⟨S²⟩ = 3.752
orbital gap (spin up / spin down) = 6.599 / 6.599 eV
LUMO level (spin up / spin down) = 1.849 / 1.847 eV
HOMO energy (spin up / spin down) = -4.75 / -4.75 eV

---

Density functional theory data (ωB97M-V/def2-TZVPD) for C25H32N6OPTi as an isolated structure.

The geometry in ORCA input format:
```
! RIJCOSX wB97M-V def2-TZVPD def2/J DEFGRID3
* xyz 3 1
Ti 0.989 0.903 -0.568
C 3.527 2.007 0.289
O 2.333 1.883 -0.416
H 3.468 2.862 0.976
H 4.358 2.182 -0.407
H 3.712 1.088 0.872
N -2.248 6.307 -0.381
C -1.498 5.296 0.417
C -0.850 4.213 -0.479
N -0.158 3.165 0.278
H -2.729 6.976 0.241
H -2.967 5.861 -0.971
H -1.619 6.854 -0.988
H -2.197 4.822 1.112
H -0.731 5.815 0.998
H -0.123 4.677 -1.152
H -1.637 3.739 -1.079
H -0.763 2.817 1.029
H 0.671 3.560 0.732
N 2.808 -0.555 -5.300
C 2.780 -0.757 -3.989
C 1.826 -0.163 -3.115
N 1.878 -0.384 -1.802
C 2.835 -1.184 -1.308
C 3.757 -1.770 -2.184
N 3.731 -1.551 -3.471
H 2.141 0.014 -5.789
H 3.538 -1.010 -5.829
H 1.037 0.487 -3.505
H 2.856 -1.345 -0.231
H 4.545 -2.415 -1.818
N 0.944 0.010 0.966
P -0.181 -1.121 1.043
C -1.168 -0.863 2.530
C -2.294 -1.629 2.808
C -2.982 -1.407 3.987
C -2.543 -0.439 4.881
C -1.416 0.319 4.598
C -0.726 0.114 3.417
C -1.335 -1.000 -0.401
C -2.181 -2.048 -0.758
C -3.072 -1.901 -1.809
C -3.100 -0.727 -2.547
C -2.253 0.322 -2.216
C -1.391 0.190 -1.132
C 0.467 -2.810 1.007
C 0.720 -3.453 -0.205
C 1.218 -4.744 -0.201
C 1.489 -5.379 1.005
C 1.267 -4.725 2.209
C 0.748 -3.442 2.215
H -2.621 -2.392 2.117
H -3.856 -1.997 4.210
H -3.081 -0.284 5.802
H -1.071 1.057 5.305
H 0.170 0.674 3.166
H -2.139 -2.976 -0.208
H -3.748 -2.706 -2.053
H -3.795 -0.616 -3.363
H -2.288 1.247 -2.780
H -0.829 1.089 -0.769
H 0.495 -2.952 -1.143
H 1.384 -5.261 -1.135
H 1.870 -6.387 1.004
H 1.484 -5.224 3.139
H 0.541 -2.933 3.147
*
```

Summary:
relative energy (zero: lowest compared OMol25 entry of this formula, charge and spin) = 59.5 kJ/mol
orbital gap = 7.535 eV
LUMO level = -8.674 eV
HOMO energy = -16.21 eV

---

Density functional theory data (ωB97M-V/def2-TZVPD) for a 5-piece molecular cluster, C25H33Cl2F4N2O8 overall.

The geometry in ORCA input format:
```
! RIJCOSX wB97M-V def2-TZVPD def2/J DEFGRID3
* xyz 1 1
C -5.504 -7.139 0.799
C -4.937 -8.675 0.995
Cl -3.881 -9.235 -0.471
C -4.233 -8.963 2.446
Cl -3.489 -10.664 2.450
C -3.084 -7.842 2.876
C -3.191 -7.179 4.358
N -2.156 -6.212 4.786
N -1.157 -5.912 3.923
C -0.840 -6.326 2.515
C 0.487 -5.724 1.705
F 0.278 -4.301 1.317
F 1.593 -5.731 2.734
C 0.998 -6.693 0.481
F 0.055 -6.688 -0.684
F 2.271 -6.067 -0.039
C -1.894 -7.430 1.830
H -5.425 -6.465 1.753
H -5.007 -6.660 -0.167
H -6.667 -7.210 0.543
H -5.898 -9.381 0.945
H -5.096 -8.861 3.262
H -4.057 -7.477 5.105
H -0.434 -5.234 4.321
H 1.307 -7.780 0.820
H -1.725 -7.849 0.751
O 0.725 0.386 -3.012
C 0.777 -0.509 -2.186
O -0.283 -0.921 -1.429
C 0.161 -1.906 -0.497
C 1.428 -2.468 -1.086
C 2.006 -1.283 -1.818
H 0.331 -1.420 0.469
H -0.609 -2.673 -0.377
H 2.101 -2.890 -0.336
H 1.184 -3.260 -1.805
H 2.633 -0.669 -1.166
H 2.559 -1.592 -2.708
O -0.175 2.692 2.736
C -0.168 2.781 1.520
O 0.870 2.387 0.725
C 0.584 2.738 -0.628
C -0.915 2.876 -0.694
C -1.262 3.376 0.685
H 1.099 3.675 -0.862
H 0.951 1.955 -1.297
H -1.251 3.538 -1.497
H -1.371 1.891 -0.854
H -1.207 4.466 0.749
H -2.242 3.017 1.007
O 1.762 6.883 -1.929
C 1.323 6.222 -2.856
O 0.955 4.911 -2.760
C 0.595 4.430 -4.054
C 0.243 5.658 -4.852
C 1.154 6.705 -4.264
H 1.449 3.891 -4.477
H -0.251 3.742 -3.970
H 0.368 5.523 -5.929
H -0.802 5.934 -4.665
H 2.130 6.718 -4.758
H 0.695 7.696 -4.289
O 5.395 9.532 2.910
C 4.518 9.189 2.134
O 3.369 9.892 1.911
C 2.527 9.147 1.033
C 3.448 8.206 0.301
C 4.516 7.925 1.328
H 1.780 8.615 1.632
H 2.013 9.828 0.348
H 2.945 7.307 -0.063
H 3.893 8.718 -0.561
H 4.246 7.087 1.977
H 5.488 7.755 0.860
*
```

Summary:
orbital gap = 4.259 eV
LUMO level = -6.321 eV
HOMO energy = -10.58 eV

---

Density functional theory data (ωB97M-V/def2-TZVPD) for C25H33Cl2N5OReSb as an isolated structure.

The geometry in ORCA input format:
```
! RIJCOSX wB97M-V def2-TZVPD def2/J DEFGRID3
* xyz 3 2
Re 0.004 0.286 0.468
C 3.552 0.588 -3.753
C 3.586 0.147 -2.425
C 2.415 0.020 -1.723
C 1.175 0.350 -2.325
C 1.161 0.822 -3.659
C 2.341 0.927 -4.358
N 0.044 0.294 -1.557
C -1.236 0.136 -2.120
C -1.555 -0.455 -3.341
C -2.888 -0.475 -3.741
C -3.880 0.107 -2.962
C -3.575 0.664 -1.716
C -2.270 0.616 -1.306
N -1.719 1.121 -0.096
N -2.182 2.157 0.443
C -1.210 2.791 1.219
C -1.485 3.978 1.863
C -0.423 4.689 2.409
C 0.868 4.197 2.270
C 1.065 2.977 1.649
N 0.044 2.261 1.155
H 4.477 0.690 -4.306
H 4.533 -0.092 -1.961
H 2.435 -0.345 -0.699
H 0.240 1.178 -4.098
H 2.331 1.308 -5.371
H -0.786 -0.907 -3.952
H -3.153 -0.945 -4.678
H -4.902 0.115 -3.316
H -4.338 1.095 -1.080
H -2.505 4.337 1.886
H -0.599 5.629 2.916
H 1.717 4.757 2.637
H 2.053 2.551 1.537
Cl -3.066 -2.182 0.442
C -1.558 -2.805 1.041
Cl -0.146 -2.131 0.101
H -1.508 -3.880 0.905
H -1.423 -2.514 2.076
C 1.429 -0.780 5.811
N 1.212 -0.988 4.366
C 1.752 -2.236 3.811
C 0.566 -0.118 3.642
C 0.007 1.109 4.288
O 0.395 -0.342 2.379
H 2.062 -1.581 6.179
H 0.486 -0.809 6.355
H 1.923 0.170 5.999
H 1.626 -2.259 2.736
H 2.811 -2.304 4.053
H 1.237 -3.081 4.265
H -0.529 0.857 5.201
H -0.675 1.612 3.610
H 0.813 1.793 4.561
C 1.856 -3.642 -4.962
Sb 1.349 -3.285 -2.921
C 0.236 -5.050 -2.432
C 3.240 -3.716 -2.018
H 2.394 -4.589 -5.008
H 2.495 -2.843 -5.331
H 0.953 -3.705 -5.565
H 0.380 -5.766 -3.241
H -0.823 -4.822 -2.342
H 0.617 -5.474 -1.504
H 3.608 -4.654 -2.435
H 3.135 -3.820 -0.939
H 3.942 -2.918 -2.254
*
```

Summary:
relative energy (zero: lowest compared OMol25 entry of this formula, charge and spin) = 234.6 kJ/mol
⟨S²⟩ = 1.205
orbital gap (spin up / spin down) = 4.468 / 2.996 eV
LUMO level (spin up / spin down) = -11.119 / -11.683 eV
HOMO energy (spin up / spin down) = -15.59 / -14.68 eV